The following is a DFT calculation (the ωB97M-V functional and the def2-TZVPD basis) of a 3-piece molecular cluster, C12H30F5N4O10P2S overall at a distorted geometry.

## Properties
Max |F|: 8.96 eV/A
HOMO energy: -11.6 eV
E_LUMO: -4.82 eV
Frontier orbital gap: 0.249 hartree

```
! wB97M-V def2-TZVPD RIJCOSX def2/J DEFGRID3
* xyz 1 1
H -7.23 4.30 2.00
C -0.16 -7.04 -1.39
C 3.08 -3.56 -2.82
H -1.97 4.52 1.20
F 0.73 1.85 -1.80
H 2.88 -3.84 -3.85
P 2.15 -5.74 -1.65
H 2.50 -6.72 -4.82
H -0.48 -7.89 -2.00
H 1.70 -0.87 -2.28
C -0.09 -0.11 1.64
O -5.52 4.07 3.07
H 1.16 -1.79 1.84
C 1.84 -6.96 -3.99
H -0.61 -7.14 -0.40
H 2.87 0.40 1.03
H -1.26 -0.17 4.89
C 2.06 3.26 -3.19
C -0.92 0.41 4.02
N 0.99 -1.26 -0.08
S 3.16 0.79 -2.18
O 1.61 -5.78 -3.20
O -3.80 3.04 1.96
O 1.26 -7.11 -1.25
H -0.81 3.32 1.82
H 2.23 -3.04 -2.40
H -0.50 -6.12 -1.85
O -2.13 4.01 3.23
H -4.07 7.34 3.61
O -3.76 5.60 2.54
C -1.36 4.23 2.05
H -0.51 0.37 0.73
H 4.01 -0.67 0.42
C 1.71 1.79 -2.71
H -1.31 1.46 4.08
H 0.68 0.60 2.02
O 1.39 -4.75 -0.79
H -0.64 5.03 2.26
O 3.93 0.57 -3.36
H 0.19 0.50 4.08
C -1.28 -0.26 2.64
H 3.95 -2.90 -2.81
H -2.14 0.31 2.24
C -3.27 6.63 3.40
F 1.19 1.15 -3.78
H 2.28 -7.77 -3.40
O 3.41 -4.69 -2.04
H -5.77 4.08 1.01
H -2.89 6.23 4.34
N 0.47 -1.41 1.19
N 2.55 -0.75 -1.72
P -3.83 4.06 3.09
F 1.04 4.04 -2.78
H -1.61 -1.31 2.78
N 3.03 -0.55 0.70
H -6.09 5.63 1.83
C -6.18 4.55 1.90
H -2.46 7.16 2.89
H 0.88 -7.30 -4.39
C 2.19 -0.84 -0.36
F 3.15 3.76 -2.66
H 0.36 -1.50 -0.85
O 4.00 1.41 -1.20
F 2.05 3.35 -4.51
*
```

The following is a DFT calculation (the ωB97M-V functional and the def2-TZVPD basis) of C31H36N5O6W as an isolated structure at a distorted geometry.

## Properties
Max |F|: 3.23 eV/A
HOMO energy (alpha / beta): -14.2 / -14.2 eV
E_LUMO (alpha / beta): -9.54 / -9.45 eV
Frontier orbital gap (alpha / beta): 0.171 / 0.174 hartree

```
! wB97M-V def2-TZVPD RIJCOSX def2/J DEFGRID3
* xyz 3 1
H -1.63 -5.65 1.89
C 3.23 -2.36 -0.34
H -2.03 -0.42 -3.34
H 2.28 -1.85 5.70
N -1.56 -4.98 1.14
H 0.28 -3.18 6.26
O 1.60 -3.58 0.68
H -0.45 -3.06 -3.35
C 1.49 -1.92 4.97
H -0.81 0.79 -2.29
C -0.71 -3.82 1.19
H -3.20 -2.73 0.22
C 0.31 -2.69 5.30
C -3.03 -1.68 0.44
C 0.01 3.62 -0.65
C -0.02 5.05 -0.85
H -1.23 7.74 -3.63
N 0.02 0.80 -0.40
H 2.20 -2.29 -3.18
C -1.82 -5.29 -0.18
H -2.37 -3.05 2.33
H -1.34 -4.32 -2.04
C -2.96 -0.86 -0.82
H -1.34 -1.11 3.38
H 3.61 -0.59 -1.97
C -0.72 -1.99 3.17
C 0.52 2.99 0.49
H 3.62 -3.93 1.05
H -0.88 3.22 -2.56
C 0.78 -4.18 1.64
H -0.27 -1.64 -4.39
H 2.56 -0.80 3.48
N -0.62 -3.39 -0.20
C 0.08 9.52 -1.01
H -2.87 0.22 -0.63
C -0.40 6.93 -1.80
O 0.46 -1.42 -2.46
C -0.72 -2.76 4.45
C -1.83 -1.41 -2.93
C 1.80 -1.30 -2.95
C 1.65 -1.32 3.75
W 0.06 -1.44 -0.20
H -2.66 -2.07 -3.21
H -1.63 -3.28 4.74
H 2.95 -2.48 1.81
H 2.18 0.42 -1.69
N 0.43 6.00 0.03
O 0.82 -1.15 1.57
C 2.53 -0.60 -1.83
C -0.53 9.25 -2.26
H 0.85 5.86 0.93
C 0.20 7.22 -0.56
H 1.01 -3.85 2.66
H -0.79 10.08 -2.90
H -3.76 -1.30 1.15
H 0.91 8.74 0.81
O -1.77 -1.32 -1.49
O 2.21 -1.32 -0.60
H -2.36 -6.17 -0.47
C 2.91 -3.12 0.93
H 3.23 -3.05 -1.19
H 4.19 -1.85 -0.27
C -0.46 1.43 -1.50
C -1.29 -4.34 -0.97
H 1.80 -0.69 -3.86
H 0.94 3.54 1.32
O -1.71 -1.56 1.06
C 0.50 1.61 0.58
H 0.88 -5.27 1.60
H -3.84 -1.04 -1.44
C -0.77 7.96 -2.68
C 0.45 8.52 -0.14
H 0.24 10.55 -0.74
N -0.52 5.57 -1.95
C 0.61 -1.46 2.79
H 0.90 1.13 1.46
C -0.50 -1.97 -3.38
C -0.49 2.79 -1.66
C -1.43 -2.65 1.98
*
```

The following is a DFT calculation (the ωB97M-V functional and the def2-TZVPD basis) of one molecule with the formula C3H8N2OS at a distorted geometry.

## Properties
Max |F|: 6.04 eV/A
HOMO energy: -7.7 eV
E_LUMO: 0.37 eV
Energy relative to the best compared isomer or geometry (same formula, charge and spin): 165.0 kcal/mol
Frontier orbital gap: 0.298 hartree

```
! wB97M-V def2-TZVPD RIJCOSX def2/J DEFGRID3
* xyz 0 1
N 1.07 1.75 -0.77
O 2.00 1.53 -1.62
S 0.87 -0.75 -0.98
N -0.44 1.14 0.67
H 1.51 -1.76 1.29
C 0.68 -1.91 0.58
H -0.31 -1.95 1.34
C 0.47 0.75 -0.20
H -2.01 0.69 -0.90
H -0.53 2.24 0.84
C -1.86 0.41 0.35
H 0.60 -2.92 -0.21
H 2.25 0.48 -1.71
H -2.68 0.99 1.14
H -1.62 -0.69 0.17
*
```

The following is a DFT calculation (the ωB97M-V functional and the def2-TZVPD basis) of a 2-piece molecular cluster, C5H8O3 overall at a distorted geometry.

## Properties
Max |F|: 3.34 eV/A
HOMO energy: -9.0 eV
E_LUMO: 0.67 eV
Energy relative to the best compared isomer or geometry (same formula, charge and spin): 73.4 kcal/mol
Frontier orbital gap: 0.357 hartree

```
! wB97M-V def2-TZVPD RIJCOSX def2/J DEFGRID3
* xyz 0 1
H -0.09 -1.79 -1.28
O 0.29 0.10 -2.91
O -0.11 -1.92 -0.29
H -0.50 -1.63 2.25
H -1.87 -0.67 -0.38
C 0.42 0.94 -2.12
C 1.21 1.31 0.28
C -1.17 -1.25 0.26
H -2.18 -0.86 1.99
H -0.41 2.29 -0.86
C -1.24 -1.22 1.56
H 0.37 1.51 1.06
H 1.09 -0.61 0.61
H 2.01 2.08 0.43
O 1.74 0.10 0.40
C 0.46 1.60 -1.01
*
```

Repeat the third record exactly.
The following is a DFT calculation (the ωB97M-V functional and the def2-TZVPD basis) of one molecule with the formula C3H8N2OS at a distorted geometry.

## Properties
Max |F|: 6.04 eV/A
HOMO energy: -7.7 eV
E_LUMO: 0.37 eV
Energy relative to the best compared isomer or geometry (same formula, charge and spin): 165.0 kcal/mol
Frontier orbital gap: 0.298 hartree

```
! wB97M-V def2-TZVPD RIJCOSX def2/J DEFGRID3
* xyz 0 1
N 1.07 1.75 -0.77
O 2.00 1.53 -1.62
S 0.87 -0.75 -0.98
N -0.44 1.14 0.67
H 1.51 -1.76 1.29
C 0.68 -1.91 0.58
H -0.31 -1.95 1.34
C 0.47 0.75 -0.20
H -2.01 0.69 -0.90
H -0.53 2.24 0.84
C -1.86 0.41 0.35
H 0.60 -2.92 -0.21
H 2.25 0.48 -1.71
H -2.68 0.99 1.14
H -1.62 -0.69 0.17
*
```

Repeat the second record exactly.
The following is a DFT calculation (the ωB97M-V functional and the def2-TZVPD basis) of C31H36N5O6W as an isolated structure at a distorted geometry.

## Properties
Max |F|: 3.23 eV/A
HOMO energy (alpha / beta): -14.2 / -14.2 eV
E_LUMO (alpha / beta): -9.54 / -9.45 eV
Frontier orbital gap (alpha / beta): 0.171 / 0.174 hartree

```
! wB97M-V def2-TZVPD RIJCOSX def2/J DEFGRID3
* xyz 3 1
H -1.63 -5.65 1.89
C 3.23 -2.36 -0.34
H -2.03 -0.42 -3.34
H 2.28 -1.85 5.70
N -1.56 -4.98 1.14
H 0.28 -3.18 6.26
O 1.60 -3.58 0.68
H -0.45 -3.06 -3.35
C 1.49 -1.92 4.97
H -0.81 0.79 -2.29
C -0.71 -3.82 1.19
H -3.20 -2.73 0.22
C 0.31 -2.69 5.30
C -3.03 -1.68 0.44
C 0.01 3.62 -0.65
C -0.02 5.05 -0.85
H -1.23 7.74 -3.63
N 0.02 0.80 -0.40
H 2.20 -2.29 -3.18
C -1.82 -5.29 -0.18
H -2.37 -3.05 2.33
H -1.34 -4.32 -2.04
C -2.96 -0.86 -0.82
H -1.34 -1.11 3.38
H 3.61 -0.59 -1.97
C -0.72 -1.99 3.17
C 0.52 2.99 0.49
H 3.62 -3.93 1.05
H -0.88 3.22 -2.56
C 0.78 -4.18 1.64
H -0.27 -1.64 -4.39
H 2.56 -0.80 3.48
N -0.62 -3.39 -0.20
C 0.08 9.52 -1.01
H -2.87 0.22 -0.63
C -0.40 6.93 -1.80
O 0.46 -1.42 -2.46
C -0.72 -2.76 4.45
C -1.83 -1.41 -2.93
C 1.80 -1.30 -2.95
C 1.65 -1.32 3.75
W 0.06 -1.44 -0.20
H -2.66 -2.07 -3.21
H -1.63 -3.28 4.74
H 2.95 -2.48 1.81
H 2.18 0.42 -1.69
N 0.43 6.00 0.03
O 0.82 -1.15 1.57
C 2.53 -0.60 -1.83
C -0.53 9.25 -2.26
H 0.85 5.86 0.93
C 0.20 7.22 -0.56
H 1.01 -3.85 2.66
H -0.79 10.08 -2.90
H -3.76 -1.30 1.15
H 0.91 8.74 0.81
O -1.77 -1.32 -1.49
O 2.21 -1.32 -0.60
H -2.36 -6.17 -0.47
C 2.91 -3.12 0.93
H 3.23 -3.05 -1.19
H 4.19 -1.85 -0.27
C -0.46 1.43 -1.50
C -1.29 -4.34 -0.97
H 1.80 -0.69 -3.86
H 0.94 3.54 1.32
O -1.71 -1.56 1.06
C 0.50 1.61 0.58
H 0.88 -5.27 1.60
H -3.84 -1.04 -1.44
C -0.77 7.96 -2.68
C 0.45 8.52 -0.14
H 0.24 10.55 -0.74
N -0.52 5.57 -1.95
C 0.61 -1.46 2.79
H 0.90 1.13 1.46
C -0.50 -1.97 -3.38
C -0.49 2.79 -1.66
C -1.43 -2.65 1.98
*
```